# C38H71F2IN4O13P

11 unconnected molecules or ions with the total composition C38H71F2IN4O13P in a non-equilibrium geometry (ωB97M-V/def2-TZVPD, the Open Molecules 2025 dataset).

Atoms and positions in Å:
I  -1.071  5.767  -2.460
P  -0.180  4.296  -0.706
F  -4.683  1.735  -1.775
F  -4.307  -0.001  0.198
O  -1.257  4.357  0.480
O  -4.748  3.352  -7.558
O  -4.735  0.218  -3.326
O  5.117  4.587  0.941
O  3.819  -1.386  7.713
O  -2.394  -1.021  0.096
O  -7.847  6.181  -1.121
O  5.185  -6.238  6.025
O  2.956  0.295  2.488
O  4.093  3.209  -2.891
O  -5.574  -5.141  2.029
O  2.679  -1.932  -2.529
O  -10.170  -2.709  -0.941
N  -0.841  0.868  -2.456
N  -1.986  2.155  -1.066
N  -0.757  2.708  -1.355
N  -3.041  0.071  -1.779
C  5.839  3.195  -4.504
C  -8.563  -4.464  -0.939
C  3.015  -3.087  -2.376
C  6.140  4.109  1.376
C  7.447  4.863  1.313
C  5.664  -7.775  4.277
C  -6.149  4.539  -1.355
C  4.148  -2.548  7.806
C  -9.131  -3.135  -1.379
C  4.767  3.848  -3.670
C  4.406  -3.553  -2.716
C  -1.993  1.047  -1.751
C  2.115  0.880  -2.181
C  3.149  -3.629  8.136
C  5.573  -2.989  7.596
C  1.307  2.087  -2.738
C  4.456  -5.539  3.873
C  2.986  2.204  -0.118
C  2.322  0.945  -0.670
C  -5.217  -2.907  1.305
C  6.182  2.738  2.009
C  -4.568  2.370  -5.403
C  -8.586  3.948  -0.769
C  -6.468  3.986  -6.041
C  -4.885  -4.379  1.399
C  1.318  0.931  4.087
C  -0.055  1.934  -2.189
C  4.572  5.332  -3.844
C  2.061  -4.120  -1.834
C  -8.327  -2.358  -2.399
C  -4.239  0.655  -2.368
C  2.553  0.195  3.627
C  -7.561  5.010  -1.084
C  3.251  -0.657  4.653
C  5.110  -6.493  4.847
C  -5.215  3.250  -6.451
C  -3.223  -0.367  -0.414
C  -3.649  -4.845  0.665
H  6.193  -2.126  7.366
H  3.436  -4.133  9.060
H  3.116  -4.365  7.330
H  -3.748  -4.641  -0.403
H  3.777  5.674  -3.187
H  8.178  4.298  0.733
H  6.863  2.092  1.455
H  6.527  2.817  3.041
H  2.456  -4.544  -0.910
H  -7.582  -4.321  -0.481
H  -7.241  3.275  -5.745
H  1.924  -4.921  -2.562
H  1.569  1.607  4.905
H  4.363  -4.330  -3.480
H  0.566  0.220  4.431
H  -6.138  3.869  -2.216
H  1.248  2.054  -3.822
H  7.287  5.829  0.841
H  -7.336  -2.131  -2.001
H  2.286  3.024  0.006
H  -4.277  2.977  -4.541
H  5.492  5.861  -3.593
H  3.800  2.520  -0.752
H  3.353  1.987  0.874
H  6.809  3.639  -4.279
H  -8.219  -2.940  -3.315
H  4.893  -3.955  -1.827
H  2.925  0.086  -0.396
H  -5.385  -2.626  0.263
H  0.911  1.510  3.260
H  -8.673  3.250  -1.604
H  -8.840  -1.426  -2.629
H  -1.558  5.275  0.572
H  5.622  3.331  -5.564
H  4.122  -1.130  4.202
H  -5.261  1.598  -5.087
H  4.989  -2.716  -3.093
H  -8.464  -5.134  -1.795
H  5.190  2.296  2.001
H  3.021  0.721  -2.746
H  1.734  3.035  -2.430
H  -4.402  -2.312  1.718
H  1.493  0.007  -2.346
H  1.369  0.821  -0.148
H  -0.610  0.087  -3.051
H  -9.551  4.416  -0.597
H  5.951  -3.469  8.499
H  -3.682  1.903  -5.831
H  -9.225  -4.921  -0.209
H  5.876  2.131  -4.281
H  1.098  -3.657  -1.628
H  4.305  5.555  -4.878
H  -5.754  4.015  -0.483
H  -6.255  4.652  -5.202
H  6.432  -7.554  3.534
H  4.867  -8.351  3.806
H  -6.830  4.577  -6.878
H  -5.519  5.401  -1.568
H  -6.122  -2.703  1.873
H  5.619  -3.700  6.769
H  7.837  5.019  2.320
H  6.104  -8.366  5.077
H  3.575  -0.045  5.494
H  2.574  -1.430  5.020
H  4.101  -4.660  4.408
H  3.609  -6.026  3.386
H  -3.524  -5.915  0.811
H  5.175  -5.228  3.114
H  -8.293  3.397  0.127
H  2.163  -3.188  8.263
H  -2.768  -4.326  1.047

Computed properties:
Gap between HOMO and LUMO   7.53 eV
Charge   +1
2S+1   1
Energy   -95954.2514 eV
Lowest unoccupied orbital energy   -3.43 eV

Löwdin atomic charge list, values in e, 99 entries: 0.43, 0.57, 0.18, 0.21, -0.35, 0.08, 0.23, 0.06, 0.05, 0.21, 0.08, 0.06, 0.05, 0.05, 0.08, 0.05, 0.08, 0.27, 0.21, -0.20, 0.17, -0.01, -0.01, -0.48, -0.50, -0.02, -0.02, -0.03, -0.50, -0.50, -0.47, -0.01, -0.28, -0.19, -0.02, -0.02, -0.09, -0.02, -0.10, -0.23, -0.03, -0.01, -0.03, -0.02, -0.02, -0.51, -0.01, -0.25, -0.01, -0.02, -0.02, -0.49, -0.49, -0.50, -0.02, -0.50, -0.50, -0.51, -0.02, 0.08, 0.09, 0.08, 0.08, 0.08, 0.08, 0.09, 0.09, 0.09, 0.07, 0.09, 0.09, 0.09, 0.09, 0.09, 0.06, 0.14, 0.08, 0.07, 0.03, 0.08, 0.09, 0.06, 0.03, 0.09, 0.09, 0.09, 0.11, 0.07, 0.07, 0.08, 0.08, 0.06, 0.09, 0.08, 0.07, 0.08, 0.09, 0.06, 0.11

=====

# C38H71FN9O6P

7 unconnected molecules or ions with the total composition C38H71FN9O6P in a non-equilibrium geometry (ωB97M-V/def2-TZVPD, the Open Molecules 2025 dataset).

Atoms and positions in Å:
P  0.735  0.634  -0.236
F  1.904  2.814  4.572
O  0.944  6.274  -6.458
O  -4.153  -2.558  -0.737
O  1.495  1.742  -2.738
O  -0.500  0.979  2.321
O  1.633  3.113  -4.611
O  0.834  3.593  2.702
N  0.661  3.493  -0.421
N  4.475  0.690  -0.911
N  1.508  -2.970  9.808
N  -2.221  -2.408  -2.211
N  -0.677  0.069  -5.769
N  -7.497  0.436  -2.791
N  1.818  1.384  2.456
N  1.773  -5.297  -0.788
N  0.483  -2.618  3.523
C  5.224  0.811  -1.821
C  1.919  -5.843  0.256
C  0.983  4.387  -4.826
C  -1.647  0.744  -5.887
C  1.483  2.640  3.203
C  -8.143  2.511  -1.207
C  -0.236  2.275  -0.520
C  -4.130  -0.548  -2.145
C  0.936  0.532  -2.138
C  -2.876  1.597  -6.039
C  0.583  1.003  1.667
C  -6.780  1.555  0.721
C  -1.759  -3.712  -1.658
C  -0.178  -0.580  5.152
C  0.191  -1.719  4.241
C  1.768  5.127  -6.052
C  0.924  -0.368  6.192
C  1.151  -1.591  7.076
C  -3.322  1.612  -7.503
C  3.592  -0.322  11.469
C  0.344  -2.251  -0.830
C  2.103  -6.529  1.580
C  2.114  -0.132  11.795
C  5.420  1.522  -4.191
C  4.292  0.607  -4.658
C  4.189  -5.157  2.083
C  1.452  -2.303  10.787
C  -2.263  2.183  -8.440
C  -7.025  2.754  -0.190
C  0.773  2.159  -3.949
C  -3.492  -1.960  -1.644
C  -2.193  -2.355  -3.702
C  6.171  0.970  -2.977
C  2.805  -5.587  2.561
C  -0.660  -3.499  -0.469
C  1.381  -1.455  12.027
C  -7.783  1.351  -2.093
C  -0.286  -0.959  -0.104
H  2.492  1.706  1.735
H  5.002  2.506  -3.952
H  -1.163  -4.240  -2.504
H  3.524  0.489  -3.888
H  -2.090  -1.249  -4.022
H  1.851  4.388  -6.921
H  6.975  1.653  -2.689
H  -3.569  0.595  -7.825
H  0.374  -2.196  -1.971
H  1.388  -2.473  -0.375
H  4.675  -0.385  -4.918
H  -0.118  0.348  -2.591
H  1.829  -2.002  12.861
H  2.692  -7.440  1.433
H  -0.106  4.289  -5.187
H  1.605  -0.353  -2.487
H  -3.653  -0.157  -3.106
H  4.662  -4.510  2.826
H  -3.672  1.192  -5.407
H  3.731  -0.881  10.539
H  6.127  1.664  -5.014
H  0.234  -1.867  7.606
H  6.618  -0.001  -3.209
H  3.804  1.027  -5.541
H  0.568  1.221  -4.587
H  -3.125  -2.835  -4.163
H  2.025  0.487  12.693
H  -1.071  2.435  0.246
H  4.837  -6.026  1.926
H  2.183  0.576  -0.141
H  1.484  -2.454  6.494
H  4.080  0.647  11.340
H  -1.356  -0.704  -0.442
H  -2.634  2.201  -9.467
H  1.924  -1.384  7.819
H  -5.275  -0.593  -2.244
H  0.332  -1.266  12.270
H  -1.999  3.207  -8.155
H  -4.234  2.208  -7.592
H  -3.905  0.245  -1.329
H  1.124  -6.818  1.972
H  4.136  -4.593  1.149
H  0.009  -4.441  -0.393
H  -2.653  2.611  -5.695
H  -1.351  1.579  -8.435
H  -0.760  2.236  -1.557
H  0.261  4.183  -1.087
H  1.136  6.949  -5.762
H  2.192  -4.693  2.720
H  -0.215  2.705  -3.703
H  1.638  0.418  10.977
H  -0.375  -1.239  1.020
H  -6.452  0.679  0.156
H  4.105  -0.858  12.273
H  2.902  -6.087  3.529
H  -7.688  1.290  1.272
H  -9.086  2.294  -0.697
H  -1.269  -2.877  -4.166
H  -7.285  3.621  0.425
H  -2.591  -4.439  -1.365
H  0.658  0.484  6.825
H  -1.130  -0.806  5.641
H  -6.094  2.998  -0.713
H  1.629  3.266  -0.692
H  -8.288  3.400  -1.825
H  1.864  -0.116  5.689
H  -0.311  0.325  4.554
H  -5.997  1.784  1.448
H  0.977  5.082  -3.909
H  -1.172  -3.368  0.546
H  2.800  5.521  -5.736

Computed properties:
Structure (SMILES)   CC(=O)N(C)CCCC[PH](CN)(COCOCCO)C(=O)NC(=O)F.CCCC#N.CCCC#N.CCCC#N.CCCC#N.CCCC#N.CCCC#N
Gap between HOMO and LUMO   8.29 eV
2S+1   1
Energy   -78251.3552 eV
Lowest unoccupied orbital energy   0.33 eV

Löwdin atomic charge list, values in e, 99 entries: 0.88, 0.01, -0.12, 0.00, -0.24, -0.04, -0.14, 0.09, -0.04, 0.14, 0.15, -0.15, 0.16, 0.13, 0.10, 0.14, 0.14, -0.18, -0.17, -0.19, -0.18, -0.33, -0.19, -0.32, -0.02, -0.36, -0.17, -0.46, -0.11, -0.17, -0.18, -0.19, -0.19, -0.27, -0.14, -0.27, -0.11, -0.21, -0.17, -0.27, -0.26, -0.10, -0.11, -0.18, -0.11, -0.27, -0.22, -0.39, -0.09, -0.18, -0.27, -0.17, -0.18, -0.19, -0.26, 0.10, 0.11, 0.12, 0.05, 0.05, 0.13, 0.11, 0.11, 0.09, 0.11, 0.08, 0.10, 0.12, 0.12, 0.12, 0.10, 0.05, 0.07, 0.11, 0.07, 0.11, 0.07, 0.12, 0.08, 0.09, 0.11, 0.11, 0.10, 0.07, 0.02, 0.07, 0.07, 0.10, 0.07, 0.05, 0.06, 0.11, 0.08, 0.11, 0.09, 0.12, 0.07, 0.04, 0.11

=====

# C38H72F6O34

12 unconnected molecules or ions with the total composition C38H72F6O34 in a non-equilibrium geometry (ωB97M-V/def2-TZVPD, the Open Molecules 2025 dataset).

Atoms and positions in Å:
F  3.973  4.951  6.199
F  1.948  4.265  5.990
F  2.072  2.968  0.586
F  2.528  1.801  -1.170
F  2.605  6.053  4.936
F  0.491  2.538  -0.756
O  -2.709  4.723  2.207
O  -4.117  -4.949  -0.215
O  -1.858  -3.192  -6.024
O  -0.646  5.477  2.521
O  0.090  -5.463  -3.003
O  8.047  -0.868  -2.192
O  0.204  -3.617  3.518
O  -1.987  5.673  4.167
O  0.209  -0.092  -0.238
O  -2.762  -4.691  -4.618
O  -3.321  0.705  -0.181
O  -1.169  5.425  -2.473
O  -5.293  1.610  0.037
O  3.822  2.692  4.384
O  -0.641  -5.608  -1.019
O  6.624  -0.098  -0.582
O  -0.193  -1.476  4.035
O  -3.096  -2.629  -4.202
O  -0.309  4.024  -4.054
O  -1.097  2.424  6.993
O  4.589  4.568  3.576
O  0.395  1.032  6.011
O  3.690  -3.090  -2.786
O  -6.354  -4.957  -0.633
O  2.221  -2.101  -4.023
O  -1.900  3.461  -2.518
O  -0.931  2.456  4.860
O  6.017  -0.412  -2.720
O  -1.274  -2.574  2.336
O  -5.214  -6.774  0.034
O  2.144  -0.136  1.074
O  4.213  -2.716  -4.946
O  1.252  -4.456  -1.309
O  -5.103  -0.448  -0.881
C  0.856  -3.819  4.766
C  -2.116  -1.428  2.010
C  -3.228  5.543  4.817
C  -0.673  -1.439  -1.886
C  -0.406  2.071  3.604
C  1.215  0.649  0.532
C  1.605  1.978  -0.207
C  -6.698  1.497  0.104
C  -0.402  -2.447  3.365
C  -0.730  -5.325  0.363
C  -0.228  6.459  -2.623
C  9.097  -0.954  -1.244
C  4.780  0.289  -2.605
C  -4.609  0.559  -0.436
C  2.975  4.791  5.298
C  -2.713  1.893  0.256
C  -6.362  -7.568  0.046
C  4.900  -3.730  -2.419
C  6.859  -0.445  -1.708
C  -1.877  5.273  2.904
C  -0.271  5.294  1.165
C  3.386  3.921  4.085
C  -2.106  2.197  -3.090
C  -0.435  1.904  5.974
C  -5.330  -5.469  -0.265
C  5.823  5.973  2.061
C  -0.711  2.151  8.335
C  -3.957  -3.592  -0.634
C  1.731  -1.502  -5.205
C  0.563  -0.651  -1.497
C  -2.534  -3.491  -5.048
C  -1.011  4.256  -3.102
C  -2.364  -5.846  -5.363
C  0.898  -5.157  -4.110
C  4.492  5.686  2.703
C  -3.027  -1.250  -4.499
C  3.456  -2.681  -4.003
C  0.369  -5.155  -1.728
H  -2.652  2.744  -0.427
H  -6.678  -7.729  -0.989
H  9.029  -1.832  -0.604
H  -6.247  -8.594  0.399
H  -2.189  -6.648  -4.650
H  -0.792  2.658  2.773
H  -1.291  1.320  8.737
H  4.647  -4.432  -1.624
H  -3.116  1.880  -2.825
H  5.880  6.883  1.452
H  -3.582  4.524  4.958
H  -0.645  4.388  0.688
H  4.222  6.594  3.253
H  4.189  -0.040  -1.751
H  -7.021  1.360  1.137
H  -1.628  -0.913  -1.871
H  0.815  5.287  1.126
H  -1.263  -4.375  0.437
H  -0.737  -2.173  -1.069
H  1.963  -5.237  -3.883
H  -3.197  2.339  1.126
H  0.346  1.890  8.371
H  2.509  -1.045  -5.817
H  1.118  -4.866  4.894
H  -4.422  -2.981  0.142
H  -0.435  7.296  -1.955
H  -2.081  2.211  -4.181
H  0.754  6.091  -2.325
H  -7.104  2.451  -0.237
H  -7.099  -7.093  0.695
H  -1.469  -0.814  1.382
H  3.752  5.440  1.935
H  0.988  -0.746  -4.955
H  5.372  -4.283  -3.228
H  0.758  -6.020  -4.765
H  -3.089  -1.791  1.702
H  2.643  3.877  3.272
H  -1.400  -5.574  -5.793
H  0.651  -4.250  -4.659
H  4.263  0.026  -3.529
H  -0.920  3.068  8.880
H  -0.230  6.948  -3.599
H  5.536  -2.990  -1.935
H  0.290  -3.509  5.646
H  0.520  0.974  1.325
H  0.257  -5.227  0.813
H  -2.903  -3.328  -0.597
H  -2.225  -0.818  2.911
H  -1.342  -5.993  0.966
H  0.800  0.022  -2.332
H  6.128  5.266  1.282
H  1.379  -1.376  -1.481
H  -3.039  -1.018  -5.566
H  1.740  -3.181  4.716
H  -3.982  6.133  4.287
H  -3.011  -6.205  -6.160
H  -1.403  1.436  -2.748
H  1.207  -2.230  -5.829
H  10.070  -0.892  -1.730
H  -3.143  6.071  5.765
H  -3.921  -0.734  -4.149
H  -0.661  6.111  0.554
H  -7.187  0.722  -0.483
H  0.684  2.161  3.596
H  -2.153  -0.757  -4.077
H  -4.421  -3.390  -1.596
H  -1.652  1.762  0.470
H  6.694  6.042  2.716
H  -0.554  -2.190  -2.673
H  -0.596  1.018  3.384
H  9.055  -0.028  -0.666
H  4.843  1.375  -2.673

Computed properties:
Gap between HOMO and LUMO   4.33 eV
Charge   -2
2S+1   1
Energy   -126490.4938 eV
Lowest unoccupied orbital energy   3.27 eV

Löwdin atomic charge list, values in e, 99 entries: 0.11, 0.11, 0.12, 0.12, 0.08, 0.09, 0.10, 0.01, 0.09, 0.02, -0.01, -0.02, -0.01, 0.02, -0.13, 0.02, 0.01, -0.01, 0.00, -0.19, 0.01, 0.16, 0.15, 0.01, 0.14, -0.01, -0.11, 0.15, 0.01, 0.13, -0.04, -0.01, 0.00, -0.01, -0.03, -0.01, -0.16, 0.11, 0.15, 0.11, -0.05, 0.00, -0.06, -0.08, -0.03, -0.50, -0.51, -0.06, -0.59, -0.03, -0.06, -0.06, -0.02, -0.60, -0.54, -0.05, -0.08, -0.01, -0.62, -0.63, -0.02, -0.52, -0.05, -0.61, -0.61, -0.11, -0.04, -0.01, -0.05, -0.27, -0.62, -0.60, -0.02, -0.04, -0.30, -0.05, -0.62, -0.60, 0.09, 0.10, 0.10, 0.09, 0.10, 0.07, 0.09, 0.10, 0.09, 0.05, 0.10, 0.08, 0.10, 0.10, 0.09, 0.06, 0.09, 0.07, 0.07, 0.10, 0.09

=====

no.,HOMO (eV)
1,-11.0
2,-8.0
3,-1.1